C30H76B2N7O10P2S2 | ωB97M-V/def2-TZVPD

```
129
Properties=species:S:1:pos:R:3:forces:R:3
C 1.6287 0.3265 1.4488 0.3 0.1 0.4
C 0.5239 1.2908 1.0024 0.1 -0.1 0.0
B -0.6565 1.4653 2.0052 0.5 0.0 0.1
O -1.2563 2.6575 2.2687 -0.8 -0.4 -0.5
C -1.2828 0.1938 2.7468 -0.6 -0.3 0.1
C -2.3419 -0.4639 2.0839 0.4 0.0 0.3
B -2.8357 0.1590 0.6814 0.1 -0.4 0.1
O -3.7022 1.2085 0.7541 0.6 0.3 0.1
N -2.3612 -0.3204 -0.6024 -0.9 0.7 0.0
C -2.3192 0.8491 -1.5158 0.1 -0.3 -0.2
C -3.3487 -1.3058 -1.1453 0.4 0.0 0.0
C -2.8994 -1.5885 2.7067 0.2 0.1 0.4
P -4.2855 -2.6053 2.0450 -0.3 -0.6 0.5
S -5.0441 -3.8429 3.3128 0.0 0.1 -0.1
C -2.4197 -2.0104 3.9448 0.6 0.6 -0.1
C -1.3858 -1.3229 4.5816 -0.6 -0.1 -0.6
S -0.7979 -1.8511 6.1592 0.2 -0.1 0.1
N -0.8346 -0.2410 3.9554 -0.3 -0.4 -0.2
C 0.2518 0.5148 4.5893 0.0 0.3 -0.2
P -0.2927 2.0455 5.4506 0.2 0.0 1.4
O 0.0476 1.9127 6.8657 0.0 -0.1 -0.3
O 0.3438 3.2837 4.6867 0.0 -0.2 -0.4
O -1.8396 2.1903 5.1473 0.1 0.2 -0.3
H 2.2998 0.8546 2.1241 0.1 0.0 0.0
H 2.2423 -0.0249 0.6268 0.0 0.0 -0.2
H 1.2731 -0.5519 1.9872 -0.2 -0.2 -0.1
H 0.1446 0.9489 0.0385 -0.3 0.0 -0.1
H 0.9721 2.2702 0.8341 0.0 0.1 -0.2
H -1.1783 3.2664 1.5246 0.4 0.4 0.2
H -3.6188 1.6643 1.6000 -0.5 0.0 0.1
H -1.8936 1.7161 -1.0223 0.1 0.1 0.1
H -3.3127 1.1146 -1.8705 -0.1 0.2 -0.1
H -1.6930 0.6335 -2.3766 0.1 -0.2 -0.1
H -4.3448 -1.1573 -0.7255 -0.2 -0.1 0.0
H -3.0178 -2.3270 -0.9954 0.0 -0.2 0.1
H -3.4679 -1.1530 -2.2111 0.1 0.0 -0.2
H -5.1586 -1.6527 1.5076 0.1 0.2 -0.2
H -3.6980 -3.2116 0.9348 0.1 0.2 -0.3
H -2.8547 -2.8746 4.4226 0.0 -0.1 0.1
H -1.8771 -1.4237 6.8194 -0.2 0.1 0.1
H 1.0194 0.7160 3.8443 0.0 0.1 -0.1
H 0.7039 -0.0631 5.3798 0.1 -0.2 0.1
H 1.2579 3.1235 4.4117 0.1 0.3 0.1
H -2.0484 3.0310 4.7181 -0.2 0.0 -0.1
C 4.4936 3.4646 1.3960 0.0 0.0 0.0
C 4.8765 3.1190 2.8326 -0.1 0.0 -0.3
C 6.3680 2.8441 3.0445 0.1 0.1 0.2
O 6.8009 1.5884 2.5713 0.0 -0.1 0.0
C 7.0680 1.5140 1.1839 -0.1 0.0 0.1
N 4.0540 1.9856 3.2830 -0.2 0.1 0.4
H 4.4604 2.5805 0.7580 0.1 0.0 0.0
H 3.5017 3.9179 1.3728 0.0 0.0 0.0
H 5.1954 4.1763 0.9602 0.0 0.0 0.0
H 4.6271 3.9824 3.4561 0.0 0.0 0.1
H 6.5608 2.8273 4.1200 0.0 0.0 0.0
H 6.9786 3.6500 2.6183 0.0 0.0 -0.1
H 7.4900 2.4510 0.8086 0.0 0.0 0.0
H 6.1736 1.2661 0.6065 0.0 0.1 0.0
H 7.8011 0.7203 1.0420 0.0 0.0 0.1
H 4.2304 1.8278 4.2721 0.0 0.0 0.0
H 4.4203 1.1499 2.8331 0.0 0.0 -0.1
C -8.4403 -4.0420 -3.1710 -0.1 0.0 0.0
C -7.9736 -2.6183 -2.8865 0.0 -0.2 0.1
C -6.7708 -2.1713 -3.7241 -0.1 0.2 0.0
O -5.5266 -2.7132 -3.3171 0.1 -0.1 0.1
C -5.2517 -4.0265 -3.7731 0.1 0.0 0.0
N -7.7290 -2.4761 -1.4468 0.1 0.2 -0.1
H -7.7939 -4.7815 -2.6986 0.0 0.0 0.0
H -9.4426 -4.1904 -2.7733 0.0 0.0 0.0
H -8.4696 -4.2439 -4.2429 0.0 0.0 0.0
H -8.7948 -1.9447 -3.1464 0.0 0.0 0.0
H -6.6640 -1.0896 -3.6058 0.0 0.0 0.0
H -6.9346 -2.3657 -4.7916 0.0 -0.1 0.0
H -5.6618 -4.1935 -4.7723 0.0 0.0 0.0
H -5.6413 -4.7862 -3.0917 -0.1 0.0 -0.1
H -4.1682 -4.1350 -3.8170 0.0 0.0 0.0
H -7.5470 -1.4999 -1.2311 -0.1 0.0 0.0
H -6.8612 -2.9605 -1.2339 0.0 -0.1 0.0
C 5.8453 -0.8121 -3.5546 0.0 -0.1 0.0
C 6.1926 -0.6405 -2.0787 -0.1 0.2 -0.2
C 4.9701 -0.4504 -1.1709 0.1 -0.1 0.1
O 4.3739 0.8391 -1.2246 0.0 0.0 0.0
C 3.5184 1.0531 -2.3289 -0.1 0.2 0.0
N 7.1765 0.4376 -1.9549 -0.1 0.0 0.2
H 5.6063 0.1406 -4.0262 0.0 0.0 0.0
H 6.6956 -1.2306 -4.0904 0.0 0.0 0.0
H 4.9969 -1.4864 -3.6882 0.0 0.0 0.0
H 6.6767 -1.5643 -1.7462 0.0 0.0 0.1
H 5.2943 -0.5735 -0.1342 -0.1 0.0 0.0
H 4.2204 -1.2241 -1.3544 0.0 0.0 0.0
H 2.9787 0.1418 -2.6059 0.0 0.0 0.0
H 4.0587 1.4285 -3.2005 0.0 -0.1 0.0
H 2.7906 1.8136 -2.0406 0.0 0.0 0.0
H 7.5212 0.4774 -1.0021 0.1 -0.1 -0.1
H 6.6958 1.3221 -2.0934 0.0 0.0 -0.1
C -6.6081 5.2256 -3.7254 0.0 0.1 0.0
C -5.5115 4.9525 -2.7014 -0.1 -0.1 -0.2
C -4.0955 5.2656 -3.1993 0.1 0.1 0.2
O -3.5518 4.3171 -4.0936 0.0 -0.1 0.0
C -3.9587 4.4446 -5.4448 0.1 0.0 0.0
N -5.6356 3.5691 -2.2315 0.2 0.0 0.1
H -6.6593 4.4411 -4.4799 0.0 0.0 0.0
H -7.5776 5.2616 -3.2312 0.0 0.0 0.0
H -6.4516 6.1798 -4.2306 0.0 0.0 0.0
H -5.6906 5.6108 -1.8461 0.1 0.0 0.0
H -3.4255 5.2547 -2.3342 0.0 0.0 0.0
H -4.0458 6.2724 -3.6343 -0.1 0.0 0.0
H -4.0943 5.4942 -5.7199 0.0 0.0 0.0
H -4.8821 3.8975 -5.6476 0.0 0.1 0.0
H -3.1687 4.0201 -6.0623 0.0 0.0 0.0
H -4.9846 3.4195 -1.4653 -0.1 0.0 0.1
H -5.2951 2.9631 -2.9735 -0.1 0.0 0.0
C 4.6995 -3.1776 2.2609 -0.1 0.0 0.1
C 4.0238 -4.0641 1.2180 0.2 0.1 0.0
C 4.4585 -5.5336 1.2672 -0.1 -0.1 0.0
O 5.7353 -5.7888 0.7292 0.1 0.1 0.0
C 6.8324 -5.5302 1.5857 0.0 -0.1 -0.1
N 4.2260 -3.4673 -0.1059 -0.1 -0.2 0.0
H 5.7197 -2.9234 1.9746 0.0 0.0 0.0
H 4.1513 -2.2397 2.3648 0.0 0.0 0.0
H 4.7287 -3.6620 3.2382 0.0 0.0 0.0
H 2.9484 -4.0526 1.4244 0.0 -0.1 0.0
H 3.7662 -6.1093 0.6477 0.0 0.0 0.0
H 4.3866 -5.9306 2.2892 0.0 0.1 0.0
H 6.5867 -5.7623 2.6262 0.0 0.0 0.0
H 7.1713 -4.4932 1.5175 0.0 0.0 0.1
H 7.6496 -6.1746 1.2669 0.0 0.0 0.0
H 3.6790 -3.9792 -0.7926 0.0 0.0 0.0
H 5.1905 -3.6441 -0.3771 0.0 0.0 0.0
```
Forces are in eV/Å.

total charge	+1
HOMO-LUMO gap	6.65	eV
LUMO energy	-4.170	eV
strongest force on any atom	1.40	eV/Å